1.
C42H48IN5O7PbSeSi2Te as an isolated structure. Source: OMol25; level of theory: ωB97M-V/def2-TZVPD.

Structure (XYZ):
```
108
Properties=species:S:1:pos:R:3:forces:R:3
Pb -1.0587 0.0133 0.3867 -0.2307 -0.0987 0.0210
N 4.7391 -1.1019 9.2834 -0.0008 0.0106 -0.0001
C 4.1410 -1.0516 8.3037 -0.0899 -0.0073 -0.1486
C 3.3878 -0.9882 7.0738 0.0783 -0.0155 0.1130
C 2.7807 0.2062 6.6950 -0.0001 0.0487 0.0301
C 2.0586 0.2648 5.5165 0.0027 0.0096 -0.0351
C 1.9367 -0.8621 4.7094 -0.0055 -0.0083 -0.0134
C 2.5458 -2.0514 5.0916 -0.0103 -0.0030 -0.0168
C 3.2704 -2.1184 6.2697 0.0188 -0.0403 0.0230
C 1.1461 -0.7775 3.4440 0.0387 0.0378 -0.0231
C -0.2220 -1.0321 3.5660 -0.0152 -0.0603 0.0324
C -0.9005 -1.4029 4.7600 0.0026 0.0146 -0.0407
C -2.2248 -1.5913 4.4292 0.0079 0.0081 0.0127
C -2.3219 -1.3358 3.0440 -0.0018 0.0032 -0.0021
N -1.1432 -1.0009 2.5266 0.0123 0.0070 0.0938
C 1.8600 -0.4596 2.2914 -0.0473 -0.0156 -0.0269
C 3.2781 -0.3607 2.1772 -0.0046 0.0315 0.0183
C 3.5562 -0.1369 0.8517 0.0101 0.0064 -0.0281
C 2.3007 -0.0914 0.1955 -0.0342 0.0595 0.0349
N 1.2954 -0.2774 1.0348 0.0204 -0.1319 -0.0371
H 2.8819 1.0790 7.3263 -0.0053 -0.0005 -0.0097
H 1.5838 1.1880 5.2058 0.0065 -0.0010 0.0092
H 2.4484 -2.9260 4.4610 0.0090 0.0017 0.0053
H 3.7460 -3.0417 6.5715 -0.0067 0.0034 -0.0070
H -0.4442 -1.5269 5.7298 0.0051 -0.0124 -0.0044
H -3.0279 -1.9010 5.0779 -0.0020 0.0073 -0.0142
H -3.1934 -1.4141 2.4082 0.0246 -0.0235 0.0098
H 3.9824 -0.4634 2.9881 -0.0026 -0.0029 -0.0149
H 4.5229 -0.0202 0.3888 -0.0113 0.0014 0.0101
H 2.1198 0.0805 -0.8595 0.0020 -0.0170 0.0490
C -2.8725 -0.8877 -7.1380 0.0492 0.0559 -0.0269
Si -3.3952 -2.4018 -6.1677 -0.0105 0.0215 -0.0166
C -3.9713 -3.7472 -7.3191 -0.0450 -0.0615 -0.0472
C -4.6875 -1.9383 -4.9177 -0.0113 -0.0081 0.0584
C -1.8534 -3.0281 -5.2571 -0.0388 0.0088 0.0715
Te -1.2355 -1.6090 -3.8543 0.4516 0.1365 -0.0684
C 0.3678 -0.8467 -5.1480 -0.1581 -0.1255 -0.0095
Si 0.4815 1.0350 -5.2204 0.0125 0.0443 0.0309
C 0.8792 1.5349 -6.9774 0.0655 -0.0052 -0.0581
C 1.8390 1.5894 -4.0536 0.0352 -0.0099 0.0849
C -1.1155 1.9007 -4.7167 -0.0405 -0.0290 -0.0260
H -3.7236 -0.4512 -7.6656 0.0038 0.0031 0.0138
H -2.1068 -1.1246 -7.8812 0.0098 0.0140 0.0226
H -2.4741 -0.1121 -6.4740 -0.0069 0.0065 -0.0377
H -4.8316 -3.4050 -7.9002 0.0175 -0.0261 0.0127
H -4.2770 -4.6334 -6.7586 0.0017 0.0113 -0.0206
H -3.1879 -4.0414 -8.0209 -0.0086 0.0031 0.0087
H -5.6066 -1.6225 -5.4171 0.0020 0.0071 -0.0084
H -4.3617 -1.1092 -4.2812 -0.0353 -0.0117 0.0090
H -4.9301 -2.7651 -4.2469 0.0130 0.0258 0.0228
H -1.0178 -3.2440 -5.9211 0.0132 0.0002 0.0039
H -2.0982 -3.8997 -4.6484 -0.0198 -0.0017 -0.0007
H 0.2069 -1.2500 -6.1521 -0.0633 -0.0103 0.0162
H 1.3077 -1.2677 -4.7852 -0.0216 0.0031 -0.0016
H 1.8151 1.0890 -7.3228 -0.0185 0.0094 0.0034
H 0.9704 2.6204 -7.0679 -0.0123 -0.0198 0.0009
H 0.0824 1.2080 -7.6514 0.0237 0.0137 0.0027
H 2.6889 0.9026 -4.0751 -0.0101 0.0351 0.0215
H 1.4706 1.6524 -3.0244 0.0448 -0.0664 -0.0319
H 2.2080 2.5817 -4.3218 -0.0284 0.0202 -0.0022
H -1.6721 2.2412 -5.5927 -0.0254 -0.0383 0.0047
H -0.8720 2.7861 -4.1248 -0.0003 0.0185 -0.0156
H -1.7919 1.2964 -4.1064 0.0186 0.0484 0.0174
O -2.5519 -2.4470 0.1983 0.1278 0.0525 -0.0009
Se -3.2454 -2.0770 -1.2344 -0.2987 0.3595 0.0637
O -2.3603 -2.8682 -2.4773 -0.0630 -0.0185 0.0373
O -2.9956 -0.4594 -1.4364 0.0716 -0.2221 -0.3667
O -4.7809 -2.5028 -1.4207 0.0966 -0.1678 0.0620
C -0.3430 5.5661 4.8353 -0.1354 -0.0523 -0.0491
N -0.1506 4.2455 4.2582 0.3942 0.0516 0.0521
N -0.2194 4.0990 2.8769 -0.2711 0.0793 -0.0251
C -0.6418 2.8187 2.5642 0.0427 -0.0783 0.2379
O -0.6747 2.3808 1.4089 -0.0351 0.0354 -0.0260
C -0.9407 2.1998 3.8298 -0.0906 0.0169 -0.0468
C -0.6597 3.1018 4.8043 -0.0572 -0.0108 0.0195
C -0.8622 2.9906 6.2761 0.0292 -0.0013 -0.0427
C 0.4762 4.9748 2.0037 0.0888 -0.1155 0.0135
C 1.7689 5.3828 2.3039 0.0298 0.0382 0.0093
C 2.4379 6.2252 1.4288 -0.0235 0.0018 -0.0103
C 1.8282 6.6327 0.2497 -0.0029 -0.0153 0.0365
C 0.5428 6.2021 -0.0490 0.0074 0.0082 0.0062
C -0.1431 5.3791 0.8309 -0.0189 -0.0248 -0.0234
H 0.1203 6.3058 4.1892 0.0310 -0.0013 0.0059
H 0.1496 5.5999 5.8043 -0.0191 -0.0112 0.0112
H -1.4025 5.8090 4.9526 -0.0097 0.0099 -0.0266
H -1.3062 1.1941 3.9643 0.0139 0.0738 -0.0107
H -1.2220 1.9932 6.5171 0.0077 -0.0061 -0.0006
H -1.5980 3.7159 6.6278 -0.0072 -0.0016 0.0020
H 0.0689 3.1685 6.8169 -0.0019 0.0031 0.0042
H 2.2442 5.0330 3.2118 -0.0011 0.0033 0.0000
H 3.4433 6.5501 1.6620 -0.0028 -0.0033 -0.0019
H 2.3564 7.2818 -0.4359 -0.0033 -0.0001 -0.0014
H 0.0659 6.5133 -0.9690 0.0012 0.0022 -0.0005
H -1.1440 5.0334 0.6129 0.0077 0.0047 -0.0037
I 2.2744 -7.6040 1.6497 -0.0098 0.0272 -0.0117
C 1.6228 -5.9836 0.5052 0.0259 -0.0573 -0.0014
C 1.0476 -4.8914 1.1386 -0.0079 0.0292 0.0027
C 0.6223 -3.8153 0.3793 -0.0366 0.0141 0.0226
C 0.7708 -3.8437 -1.0031 0.2244 0.0093 -0.1636
C 1.3318 -4.9503 -1.6311 0.0293 -0.0212 0.0135
C 1.7670 -6.0267 -0.8754 -0.0191 0.0518 -0.0076
C 0.2747 -2.6889 -1.7757 -0.4793 -0.1784 0.0314
O 0.2451 -2.7839 -3.0941 -0.1798 -0.1376 0.1739
O -0.1866 -1.6995 -1.2308 0.5458 0.3992 -0.1025
H 0.9200 -4.8830 2.2121 -0.0071 0.0011 0.0012
H 0.1396 -2.9660 0.8452 0.0285 -0.0360 0.0281
H 1.4233 -4.9679 -2.7088 -0.0035 0.0058 0.0078
H 2.2064 -6.8898 -1.3550 0.0031 -0.0030 0.0058
```
Forces are in eV/Å.

Values from the calculation:
- Maximum force: 0.68 eV Å⁻¹
- Kohn-Sham gap: 6.889 eV
- HOMO level: -7.63 eV
- 2S+1: 1



2.
C42H49BI2IrN9OTe as an isolated structure. Source: OMol25; level of theory: ωB97M-V/def2-TZVPD.

Structure (XYZ):
```
106
Properties=species:S:1:pos:R:3:forces:R:3
Ir -1.5530 -0.4700 0.6466 -0.1158 -0.3809 -0.9405
C -2.9036 2.8136 0.4555 0.0051 -0.0951 -0.0467
C -3.4174 1.8020 1.4286 0.1093 -0.2071 -0.0789
C -4.3860 1.9684 2.3924 -0.0740 0.0132 0.0401
C -4.6342 0.7060 2.9287 -0.1049 0.0667 -0.0287
N -3.8607 -0.1790 2.3179 0.1045 -0.0760 -0.2410
N -3.1017 0.4690 1.3850 -0.1527 0.6774 0.6453
B -3.8200 -1.7423 2.2743 -0.0236 -0.0356 0.0944
N -2.3868 -2.1646 2.7255 -0.0021 0.0111 -0.1605
C -1.9921 -2.9703 3.7118 0.0456 -0.0890 -0.0122
C -0.6401 -3.2354 3.5602 -0.0142 -0.0677 0.0271
C -0.2321 -2.5510 2.4250 -0.1244 0.1367 -0.0125
C 1.0610 -2.6058 1.7010 -0.0081 0.0212 -0.0862
N -1.3157 -1.8947 1.9449 0.3193 -0.0116 0.7600
N -3.9217 -2.0909 0.7575 0.0511 -0.0323 -0.0238
C -4.9181 -2.5876 0.0163 -0.0043 -0.0073 -0.0072
C -4.5414 -2.5751 -1.3151 -0.0111 0.0202 -0.0459
C -3.2695 -2.0182 -1.3458 0.0138 -0.0477 0.0793
C -2.3619 -1.7805 -2.5033 -0.0179 0.0282 0.0364
N -2.9076 -1.7332 -0.0772 -0.3440 -0.1049 -0.1958
N -4.8432 -2.4022 3.1019 -0.1013 0.0814 0.0927
C -5.2728 -3.7012 3.0711 0.0376 0.0105 0.0398
C -5.9452 -3.9433 4.2305 -0.0285 -0.0252 -0.0658
C -5.8742 -2.7310 4.9614 -0.0167 0.1014 0.2369
C -6.4247 -2.4528 6.3226 0.0697 -0.0580 -0.0486
N -5.1997 -1.8144 4.2947 0.0422 -0.1206 -0.1961
H -3.4799 3.7305 0.5567 -0.0358 -0.0157 0.0023
H -3.0223 2.4588 -0.5709 -0.0025 0.0132 0.0000
H -1.8578 3.0827 0.5917 0.0311 0.0551 0.0255
H -4.8899 2.8859 2.6447 -0.0095 -0.0010 -0.0109
H -5.3217 0.3693 3.6884 -0.0012 -0.0135 -0.0116
H -2.7018 -3.3242 4.4438 -0.0301 -0.0168 -0.0296
H -0.0309 -3.8755 4.1750 0.0032 -0.0097 -0.0082
H 1.1565 -3.5734 1.2045 -0.0159 0.0037 0.0025
H 1.8948 -2.4961 2.3890 0.0359 0.0352 0.0077
H 1.1278 -1.8301 0.9310 0.0460 0.0331 0.0304
H -5.8359 -2.9164 0.4760 0.0116 -0.0282 0.0115
H -5.1140 -2.9273 -2.1557 0.0011 -0.0263 0.0067
H -2.2268 -2.7033 -3.0665 0.0026 -0.0061 0.0010
H -1.3762 -1.4422 -2.1737 0.0026 -0.0176 -0.0232
H -2.7799 -1.0364 -3.1817 -0.0022 0.0054 0.0035
H -5.0574 -4.3551 2.2411 -0.0110 0.0024 -0.0139
H -6.4473 -4.8503 4.5207 0.0265 -0.0154 -0.0023
H -7.3437 -3.0108 6.4894 -0.0300 0.0391 -0.0198
H -6.6186 -1.3911 6.4549 -0.0192 0.0037 -0.0114
H -5.7131 -2.7646 7.0889 -0.0049 -0.0057 -0.0046
I -1.1741 0.7110 4.6361 -0.0351 -0.0367 -0.0307
C -0.4088 2.1126 3.3163 0.0585 0.0145 0.1363
I 0.1887 1.4159 1.3157 0.2159 0.1279 -0.0951
H 0.5175 2.5374 3.6907 0.0193 0.0107 -0.0504
H -1.1487 2.8683 3.0640 0.0406 0.0262 -0.0506
C 4.0376 -0.5869 -7.7833 -0.0689 0.0407 0.0337
C 3.6197 -0.3984 -6.3593 0.0766 0.0036 -0.0773
C 4.1956 0.5964 -5.5649 0.0589 -0.0223 0.0535
C 3.8457 0.7762 -4.2415 -0.1128 0.2102 -0.1919
C 4.5445 1.8425 -3.4481 -0.0667 0.0068 0.0197
C 2.8313 -0.0534 -3.7067 -0.0257 -0.1341 0.2353
Te 2.1799 0.1698 -1.7442 0.1291 -0.0716 -0.5891
N 2.0624 0.7348 1.0169 -0.0872 0.0096 0.7241
C 2.3958 0.1530 2.2065 -0.1701 0.1165 -0.0583
O 1.5908 0.0859 3.1484 0.1487 -0.0514 0.0924
C 3.7931 -0.3316 2.3250 0.0007 0.0360 -0.0801
C 4.3649 -0.3218 3.5955 0.0341 -0.0654 -0.0005
C 5.6877 -0.7033 3.7543 -0.0254 -0.0159 0.0086
C 6.4324 -1.1082 2.6551 0.0050 0.0071 -0.0118
C 5.8553 -1.1445 1.3911 -0.0087 -0.0172 0.0119
C 4.5405 -0.7468 1.2237 0.0180 -0.0197 -0.0010
C 1.6643 2.2091 -1.7086 0.1264 0.0239 0.0739
C 2.4201 3.1478 -1.0002 0.0565 0.0575 -0.0205
C 3.7441 2.8797 -0.3345 -0.0524 0.0336 -0.0059
C 1.9336 4.4547 -0.9450 0.0229 -0.0214 0.0332
C 0.7560 4.8397 -1.5673 -0.0276 0.0272 0.0051
C 0.2850 6.2651 -1.5325 0.0010 -0.0451 -0.0491
C 0.0338 3.8709 -2.2666 -0.0359 0.0110 0.0494
C 0.4620 2.5564 -2.3528 -0.0379 -0.0036 -0.0291
C -0.3705 1.5672 -3.1312 0.0419 0.0439 0.0305
C 2.2787 -1.1167 -4.4659 -0.0039 0.0154 -0.1016
C 1.2512 -2.0898 -3.9477 0.0281 0.0289 0.0391
C 2.6657 -1.2385 -5.7858 -0.0537 -0.0820 0.0501
H 4.9133 0.0079 -8.0301 0.0074 -0.0044 0.0031
H 3.2265 -0.2917 -8.4534 -0.0048 0.0039 0.0040
H 4.2510 -1.6364 -7.9865 0.0111 -0.0032 0.0017
H 4.9625 1.2302 -5.9929 0.0215 -0.0206 0.0046
H 5.4741 2.1295 -3.9342 -0.0060 0.0026 -0.0232
H 4.7959 1.5031 -2.4435 0.0123 -0.0039 -0.0161
H 3.9225 2.7373 -3.3664 0.0151 -0.0179 0.0176
H 3.7730 -0.0100 4.4450 -0.0050 0.0096 -0.0030
H 6.1363 -0.6904 4.7381 0.0095 0.0176 -0.0030
H 7.4667 -1.3982 2.7821 -0.0066 -0.0275 0.0067
H 6.4313 -1.4872 0.5422 0.0100 0.0171 -0.0013
H 4.0917 -0.7924 0.2384 0.0014 0.0397 0.0164
H 4.0687 1.8438 -0.4082 -0.0134 -0.0324 0.0291
H 3.6990 3.1330 0.7250 -0.0064 -0.0153 0.0003
H 4.5134 3.5112 -0.7823 0.0080 -0.0285 -0.0231
H 2.5192 5.1985 -0.4157 -0.0022 0.0015 0.0004
H 0.8324 6.8527 -0.7992 -0.0055 -0.0006 0.0122
H -0.7805 6.3244 -1.3103 -0.0008 0.0059 0.0176
H 0.4308 6.7290 -2.5098 0.0132 0.0059 0.0047
H -0.8826 4.1568 -2.7712 0.0024 0.0080 -0.0135
H -1.2241 2.0647 -3.5876 -0.0102 0.0072 0.0000
H -0.7577 0.7656 -2.4894 0.0065 -0.0153 -0.0064
H 0.2024 1.0937 -3.9311 -0.0094 -0.0143 0.0012
H 1.1900 -2.1201 -2.8588 0.0104 -0.0392 -0.0089
H 1.4897 -3.0965 -4.2875 -0.0138 0.0017 -0.0167
H 0.2599 -1.8395 -4.3335 -0.0022 0.0154 0.0178
H 2.2196 -2.0197 -6.3914 0.0344 -0.0219 0.0066
```
Forces are in eV/Å.

Values from the calculation:
- Total charge: +3
- Maximum force: 1.02 eV Å⁻¹
- Kohn-Sham gap (alpha / beta): 5.467 / 5.368 eV
- Expectation value of S²: 0.76
- HOMO level (alpha / beta): -15.64 / -15.66 eV
- 2S+1: 2